# 1
Computed, not measured: a structure of composition C50H60CuF3N6Sb, with ωB97M-V/def2-TZVPD.

Summary:
energy relative to the best compared isomer or geometry (same formula, charge and spin) = 0.0 kcal/mol
lowest unoccupied orbital energy = 2.40 eV
HOMO = -2.75 eV
charge = -1
F_max = 0.789 eV Å⁻¹
frontier orbital gap = 5.150 eV
E = -121095.111 eV

Each line ends with the Löwdin charge.
Element x y z (Å)
Cu 1.156 -0.367 -0.599  0.3278
C -0.163 -0.941 4.326  -0.0759
C 0.851 -1.503 3.328  -0.4008
C 1.160 -2.971 3.663  -0.0797
C 2.081 -0.620 3.283  -0.1587
C 3.007 -0.690 4.319  -0.0611
C 4.120 0.137 4.356  -0.1060
C 4.319 1.025 3.310  -0.0640
C 3.428 1.112 2.245  -0.1398
C 3.793 1.959 1.034  -0.3819
C 3.927 3.445 1.366  -0.0667
C 5.071 1.430 0.373  -0.0636
C 2.248 0.323 2.238  -0.2123
N 1.320 0.421 1.209  -0.0671
C 0.775 1.687 0.966  -0.2828
C 0.263 2.044 -0.233  -0.2710
N 0.272 1.200 -1.361  -0.0258
C -0.189 1.776 -2.535  -0.1833
C -1.024 1.053 -3.429  -0.1419
C -1.700 1.733 -4.439  -0.0756
C -1.540 3.092 -4.665  -0.1144
C -0.576 3.757 -3.923  -0.0720
C 0.147 3.117 -2.921  -0.1411
C 1.416 3.810 -2.423  -0.3839
C 2.434 3.893 -3.567  -0.0693
C 1.167 5.199 -1.835  -0.0727
C -1.175 -0.462 -3.405  -0.3474
C 0.159 -1.126 -3.740  -0.0774
C -1.785 -1.055 -2.134  -0.0785
H -1.109 -1.495 4.296  0.0743
H -0.370 0.107 4.100  0.0652
H 0.234 -1.000 5.344  0.0767
H 0.397 -1.438 2.339  0.0765
H 1.268 -3.115 4.743  0.0709
H 2.089 -3.312 3.199  0.0674
H 0.348 -3.629 3.334  0.0693
H 2.848 -1.407 5.121  0.1038
H 4.828 0.076 5.174  0.0866
H 5.212 1.644 3.307  0.1009
H 2.987 1.857 0.312  0.0971
H 4.719 3.619 2.102  0.0677
H 2.991 3.833 1.775  0.0742
H 4.171 4.020 0.468  0.0697
H 5.935 1.530 1.038  0.0702
H 5.286 1.979 -0.549  0.0728
H 4.964 0.371 0.122  0.0648
H 0.729 2.403 1.789  0.1076
H -0.228 3.007 -0.319  0.0856
H -2.376 1.165 -5.073  0.1007
H -2.107 3.603 -5.435  0.0887
H -0.338 4.788 -4.170  0.1008
H 1.861 3.199 -1.646  0.1058
H 2.050 4.503 -4.392  0.0712
H 2.650 2.897 -3.960  0.0801
H 3.372 4.339 -3.221  0.0698
H 0.771 5.885 -2.590  0.0667
H 2.098 5.627 -1.452  0.0702
H 0.451 5.157 -1.010  0.0686
H -1.864 -0.698 -4.221  0.1191
H 0.888 -0.864 -2.970  0.0333
H 0.537 -0.772 -4.702  0.0864
H 0.063 -2.218 -3.788  0.0696
H -1.099 -0.976 -1.288  0.0353
H -2.046 -2.109 -2.282  0.0902
H -2.694 -0.517 -1.867  0.0337
F -7.134 1.048 5.389  0.0385
C -6.142 0.891 4.480  -0.2949
C -6.481 0.639 3.165  -0.0181
C -5.458 0.474 2.241  -0.1133
C -4.117 0.555 2.615  -0.3685
C -3.827 0.819 3.952  -0.1325
C -4.836 0.989 4.899  -0.0218
Sb -2.471 0.298 1.219  1.5913
C -3.168 -1.620 0.506  -0.3864
C -4.337 -1.930 -0.188  -0.1248
C -4.633 -3.235 -0.562  -0.0111
C -3.743 -4.236 -0.226  -0.2884
F -4.026 -5.507 -0.590  0.0444
C -2.581 -3.985 0.469  -0.0138
C -2.304 -2.670 0.828  -0.1522
C -3.274 1.694 -0.209  -0.3630
C -2.912 3.021 0.038  -0.1430
C -3.289 4.048 -0.818  -0.0076
C -4.026 3.729 -1.938  -0.2887
F -4.379 4.717 -2.790  0.0449
C -4.413 2.437 -2.221  -0.0116
C -4.040 1.427 -1.341  -0.1242
H -7.524 0.581 2.881  0.1138
H -5.726 0.298 1.203  0.0882
H -2.796 0.897 4.276  0.0791
H -4.615 1.193 5.938  0.1141
H -5.045 -1.156 -0.454  0.0821
H -5.535 -3.480 -1.108  0.1157
H -1.907 -4.801 0.705  0.1171
H -1.381 -2.459 1.362  0.0686
H -2.296 3.261 0.898  0.0918
H -2.991 5.074 -0.643  0.1175
H -4.976 2.231 -3.122  0.1184
H -4.335 0.415 -1.581  0.0712
C 2.960 -2.447 -1.923  -0.1541
N 1.988 -2.267 -0.821  -0.1329
C 2.696 -2.538 0.453  -0.1566
N 3.257 -3.888 0.491  -0.0733
C 4.183 -4.029 -0.635  -0.1728
N 3.528 -3.797 -1.929  -0.0831
C 2.423 -4.755 -2.056  -0.1714
N 1.451 -4.640 -0.963  -0.0767
C 0.917 -3.277 -0.974  -0.1530
C 2.162 -4.843 0.305  -0.1695
H 3.761 -1.717 -1.795  0.1293
H 2.460 -2.260 -2.870  0.1098
H 1.988 -2.402 1.266  0.0925
H 3.492 -1.802 0.570  0.1308
H 4.600 -5.038 -0.628  0.1206
H 4.997 -3.312 -0.517  0.1253
H 2.834 -5.767 -2.060  0.1204
H 1.912 -4.581 -3.004  0.1252
H 0.210 -3.154 -0.152  0.1097
H 0.396 -3.092 -1.914  0.1044
H 2.569 -5.856 0.323  0.1223
H 1.455 -4.733 1.129  0.1153

# 2
Computed, not measured: a cluster of 12 separate species, C50H60N12 in total, with ωB97M-V/def2-TZVPD.

Summary:
energy relative to the best compared isomer or geometry (same formula, charge and spin) = 0.0 kcal/mol
lowest unoccupied orbital energy = 0.51 eV
HOMO = -8.02 eV
charge = 0
F_max = 2.422 eV Å⁻¹
frontier orbital gap = 8.536 eV
E = -70701.758 eV

Each line ends with the Löwdin charge.
Element x y z (Å)
C -1.781 -0.665 -6.589  -0.0993
C -0.633 -0.328 -5.854  -0.1195
C -0.016 -1.478 -5.472  -0.1519
N -0.674 -2.533 -6.048  0.0168
C -1.814 -2.049 -6.634  -0.1364
H -2.535 -0.067 -7.072  0.0914
H -0.369 0.651 -5.485  0.0838
H 0.760 -1.666 -4.749  0.0780
H -0.400 -3.495 -5.986  0.1416
H -2.552 -2.719 -7.048  0.1041
C 2.929 -3.119 2.501  -0.1177
C 2.542 -4.129 3.415  -0.1173
C 2.004 -3.509 4.519  -0.1475
N 2.162 -2.162 4.344  0.0330
C 2.663 -1.897 3.100  -0.1410
H 3.336 -3.172 1.504  0.0672
H 2.719 -5.163 3.164  0.0919
H 1.691 -3.986 5.431  0.1098
H 1.881 -1.416 4.967  0.0987
H 2.891 -0.927 2.691  0.1041
C -2.696 -4.276 1.655  -0.1338
C -2.609 -4.631 3.031  -0.1095
C -1.370 -4.189 3.447  -0.1395
N -0.723 -3.678 2.361  0.0401
C -1.529 -3.677 1.250  -0.1457
H -3.571 -4.477 1.054  0.0919
H -3.324 -5.178 3.621  0.0906
H -0.871 -4.103 4.398  0.0926
H 0.138 -3.164 2.501  0.1093
H -1.329 -3.225 0.297  0.0868
C 1.893 -3.672 -2.639  -0.1159
C 3.014 -4.213 -1.957  -0.1061
C 2.523 -5.053 -1.000  -0.1399
N 1.151 -5.035 -1.077  0.0172
C 0.756 -4.250 -2.110  -0.1592
H 1.859 -2.930 -3.421  0.0662
H 4.035 -3.939 -2.161  0.0929
H 3.056 -5.678 -0.304  0.1084
H 0.552 -5.600 -0.502  0.1437
H -0.265 -4.093 -2.414  0.1098
C -0.116 -1.089 6.957  -0.1273
C 0.649 -0.054 6.421  -0.1145
C 0.103 0.130 5.172  -0.1849
N -0.803 -0.817 4.865  0.0465
C -1.066 -1.522 6.053  -0.0976
H 0.005 -1.367 7.997  0.0964
H 1.391 0.503 6.965  0.1016
H 0.225 0.985 4.518  0.1006
H -1.256 -0.979 3.981  0.0939
H -1.732 -2.364 5.981  0.0980
C -4.840 2.892 0.572  -0.1132
C -3.593 2.868 -0.106  -0.1061
C -3.547 1.640 -0.723  -0.1488
N -4.600 0.876 -0.309  0.0130
C -5.428 1.664 0.471  -0.1327
H -5.050 3.701 1.256  0.0951
H -2.871 3.663 -0.165  0.0647
H -2.790 1.156 -1.323  0.0954
H -4.687 -0.105 -0.487  0.1379
H -6.206 1.158 1.017  0.1048
C -2.260 5.673 -2.016  -0.1279
C -1.450 6.806 -2.223  -0.1282
C -0.310 6.428 -2.909  -0.1420
N -0.431 5.099 -3.179  0.0038
C -1.614 4.631 -2.696  -0.1512
H -3.231 5.704 -1.552  0.0900
H -1.634 7.820 -1.904  0.0891
H 0.486 7.028 -3.316  0.1019
H 0.220 4.572 -3.773  0.0872
H -1.830 3.576 -2.762  0.0993
C -0.273 3.862 1.694  -0.1105
C 0.915 3.292 2.207  -0.1321
C 1.914 3.552 1.286  -0.1314
N 1.316 4.136 0.202  0.0223
C 0.022 4.432 0.463  -0.1105
H -1.241 3.758 2.162  0.0945
H 1.011 2.717 3.113  0.0825
H 2.974 3.361 1.292  0.1085
H 1.820 4.356 -0.639  0.1409
H -0.659 4.845 -0.264  0.0805
C 5.363 1.098 -1.128  -0.1069
C 5.760 -0.196 -0.712  -0.1150
C 4.658 -0.851 -0.249  -0.1339
N 3.568 -0.021 -0.372  0.0582
C 4.012 1.161 -0.909  -0.1739
H 5.909 1.847 -1.676  0.0911
H 6.780 -0.549 -0.704  0.0915
H 4.575 -1.859 0.120  0.0911
H 2.616 -0.171 -0.074  0.0969
H 3.377 2.004 -1.134  0.0854
C 0.481 -1.249 -0.181  -0.1353
C 0.207 -0.520 -1.369  -0.0796
C 0.027 0.799 -0.974  -0.1436
N 0.139 0.860 0.383  0.0467
C 0.298 -0.400 0.888  -0.1449
H 0.668 -2.310 -0.135  0.0730
H 0.194 -0.925 -2.367  0.0768
H -0.190 1.705 -1.516  0.0940
H 0.256 1.730 0.900  0.0863
H 0.447 -0.523 1.949  0.0929
C 2.739 0.972 -5.454  -0.0700
C 2.465 1.125 -4.111  -0.0563
C 1.759 2.268 -3.718  -0.1355
N 1.277 3.172 -4.577  0.0382
C 1.595 3.023 -5.864  -0.1448
C 2.312 1.952 -6.353  -0.0641
H 3.399 0.198 -5.823  0.1121
H 2.886 0.448 -3.380  0.0978
H 1.650 2.485 -2.663  0.0748
H 1.301 3.804 -6.557  0.1109
H 2.590 1.886 -7.395  0.1060
C -3.802 -1.331 3.391  -0.0878
C -3.040 -0.648 2.462  -0.0875
C -2.742 0.660 2.797  -0.1729
N -2.951 1.207 4.000  0.0658
C -3.724 0.543 4.880  -0.1320
C -4.145 -0.759 4.606  -0.0746
H -4.225 -2.297 3.136  0.0979
H -2.790 -1.066 1.496  0.0968
H -2.227 1.353 2.139  0.0874
H -3.782 0.977 5.869  0.1054
H -4.714 -1.302 5.348  0.1024